Entry A
The following is a quantum chemistry calculation of C4H8N2 in the gas phase, from OMol25.

Output
SMILES string = CC[C@@H](N)C#N
Net charge = 0
2S+1 = 1
Kohn-Sham gap = 10.62 eV
E_HOMO = -9.702 eV

```
14
C4H8N2 | OMol25 | the ωB97M-V functional and the def2-TZVPD basis
C 0.30 -0.81 1.67
C 0.75 -0.01 0.43
C -0.44 0.57 -0.56
N 0.09 1.18 -1.75
C -1.43 -0.49 -0.86
N -2.11 -1.40 -1.08
H -0.39 -1.60 1.37
H -0.20 -0.19 2.42
H 1.16 -1.29 2.17
H 1.40 0.84 0.76
H 1.33 -0.62 -0.24
H -0.70 1.22 0.24
H 0.51 0.56 -2.43
H -0.25 2.04 -2.11
```

---

Entry B
The following is a quantum chemistry calculation of 2 unconnected molecules or ions with the total composition C4H8N2, from OMol25.

Output
Net charge = 0
2S+1 = 1
Kohn-Sham gap = 8.08 eV
E_HOMO = -7.675 eV

```
14
C4H8N2 | OMol25 | the ωB97M-V functional and the def2-TZVPD basis
C -0.84 1.48 -0.18
N -0.07 0.32 0.26
C -0.63 -0.51 1.11
C 1.19 0.22 -0.25
C 2.03 -0.81 0.18
N 2.69 -1.69 0.57
H -1.90 1.22 -0.20
H -0.53 1.77 -1.18
H -0.67 2.31 0.52
H -0.06 -1.35 1.48
H -0.78 -1.95 -1.28
H -1.64 -0.30 1.44
H 1.52 0.99 -0.94
H -0.18 -1.67 -1.63
```

---

Entry C
The following is a quantum chemistry calculation of 2 unconnected molecules or ions with the total composition C4H8N2, from OMol25.

Output
SMILES string = C=C=N.C=NC
Net charge = 0
2S+1 = 1
Kohn-Sham gap = 9.68 eV
E_HOMO = -8.699 eV

```
14
C4H8N2 | OMol25 | the ωB97M-V functional and the def2-TZVPD basis
C 2.10 -1.18 -1.41
C 1.90 0.03 -0.94
N 1.73 1.18 -0.56
H 1.89 -1.37 -2.45
H 2.49 -1.99 -0.79
H 0.75 1.31 -0.26
C -1.33 1.38 1.31
N -0.99 0.66 0.33
C -1.28 -0.76 0.40
H -1.09 2.44 1.29
H -1.83 0.98 2.21
H -0.38 -1.29 0.73
H -1.51 -1.14 -0.60
H -2.10 -1.00 1.08
```

---

How far above the most stable structure does each one sit? In eV: entry A 0.000; entry B 2.108; entry C 1.293.

---

Entry A
The following is a quantum chemistry calculation of C4H8N2 in the gas phase, from OMol25.

Output
SMILES string = C=CC/C=N\N
Net charge = 0
2S+1 = 1
Kohn-Sham gap = 10.46 eV
E_HOMO = -9.420 eV

```
14
C4H8N2 | OMol25 | the ωB97M-V functional and the def2-TZVPD basis
C 2.52 -0.34 -0.41
C 1.57 0.42 0.06
C 0.13 -0.02 0.24
C -0.95 0.98 -0.21
N -2.17 0.65 -0.30
N -2.54 -0.72 -0.24
H 2.36 -1.53 -0.57
H 3.51 0.08 -0.38
H 1.75 1.54 0.39
H 0.03 -0.94 -0.30
H 0.01 -0.34 1.33
H -0.74 2.10 -0.29
H -1.99 -1.20 0.52
H -3.50 -0.69 0.15
```

---

Entry B
The following is a quantum chemistry calculation of C4H8N2 in the gas phase, from OMol25.

Output
Net charge = 0
2S+1 = 1
Kohn-Sham gap = 7.25 eV
E_HOMO = -6.388 eV

```
14
C4H8N2 | OMol25 | the ωB97M-V functional and the def2-TZVPD basis
C -0.03 1.37 0.33
C -0.58 -0.79 1.08
C 0.18 -1.31 -0.35
C 0.80 0.94 -0.82
H -0.41 2.32 0.16
H 0.73 1.35 1.16
H -1.85 0.16 -0.18
H 0.05 -0.99 1.94
H -1.36 -1.48 1.13
H 0.22 -2.39 -0.34
H 1.40 -0.61 -1.91
H 0.95 1.38 -1.86
N -1.07 0.40 0.57
N 0.96 -0.35 -0.93
```

---

How far above the most stable structure does each one sit? In eV: entry A 0.000; entry B 2.247.

---

Entry A
The following is a quantum chemistry calculation of 5 unconnected molecules or ions with the total composition H10O5, from OMol25.

Output
SMILES string = O.O.O.O.O
Net charge = 0
2S+1 = 1
Kohn-Sham gap = 10.59 eV
E_HOMO = -10.574 eV

```
15
H10O5 | OMol25 | the ωB97M-V functional and the def2-TZVPD basis
O -2.05 -8.52 9.14
H -2.75 -9.17 9.20
H -1.62 -8.71 8.30
O -0.35 -8.86 6.99
H 0.37 -9.31 6.54
H -0.59 -8.16 6.40
O -1.01 -6.48 4.57
H -1.37 -5.80 4.00
H -1.52 -7.26 4.36
O 2.25 -11.16 5.30
H 1.95 -10.26 5.13
H 2.66 -11.43 4.48
O 1.44 -8.87 3.93
H 1.95 -8.33 3.32
H 0.71 -9.20 3.41
```

---

Entry B
The following is a quantum chemistry calculation of a molecular structure, H10O5, from OMol25.

Output
Net charge = 0
2S+1 = 1
Kohn-Sham gap = 7.68 eV
E_HOMO = -7.946 eV

```
15
H10O5 | OMol25 | the ωB97M-V functional and the def2-TZVPD basis
O -3.71 -22.61 -17.03
H -3.58 -22.69 -17.98
H -2.86 -22.83 -16.65
O -0.68 -23.30 -17.83
H -0.44 -22.59 -17.23
H -0.03 -23.98 -17.67
O -4.03 -24.71 -16.87
H -3.76 -23.93 -16.39
H -4.96 -24.81 -16.66
O -0.33 -24.86 -16.54
H 0.47 -25.22 -16.14
H -0.76 -25.61 -16.95
O -1.94 -23.63 -16.46
H -1.45 -24.21 -15.87
H -1.41 -23.60 -17.26
```

---

Entry C
The following is a quantum chemistry calculation of a molecular structure, H10O5, from OMol25.

Output
Net charge = 0
2S+1 = 1
Kohn-Sham gap = 10.65 eV
E_HOMO = -10.125 eV

```
15
H10O5 | OMol25 | the ωB97M-V functional and the def2-TZVPD basis
O 2.41 0.45 -1.13
H 1.79 0.31 -0.37
H 3.21 -0.05 -1.32
O 0.95 0.43 0.29
H 0.23 -0.31 -0.11
H 0.59 1.21 -0.16
O -0.77 -0.93 -1.04
H -0.08 -0.17 -1.87
O 0.49 0.45 -2.52
H 1.37 0.65 -1.92
H 0.50 0.16 -3.42
H -0.78 -1.83 -0.72
O -3.21 0.23 5.00
H -2.67 -0.35 4.45
H -4.03 -0.25 4.84
```

---

How far above the most stable structure does each one sit? In eV: entry A 0.000; entry B 8.600; entry C 2.579.

---

Entry A
The following is a quantum chemistry calculation of 5 unconnected molecules or ions with the total composition H10O5, from OMol25.

Output
SMILES string = O.O.O.O.O
Net charge = 0
2S+1 = 1
Kohn-Sham gap = 11.21 eV
E_HOMO = -10.827 eV

```
15
H10O5 | OMol25 | the ωB97M-V functional and the def2-TZVPD basis
O -2.70 -13.60 14.08
H -3.32 -13.01 13.63
H -1.88 -13.51 13.58
O 0.20 -15.42 15.59
H -0.39 -14.97 14.99
H -0.39 -15.94 16.16
O 2.65 -17.01 15.75
H 2.56 -17.18 14.81
H 1.75 -16.82 16.04
O -0.18 -13.83 19.25
H 0.59 -13.34 19.56
H 0.15 -14.34 18.49
O -1.87 -16.72 17.13
H -2.69 -17.20 17.01
H -1.52 -17.02 17.98
```

---

Entry B
The following is a quantum chemistry calculation of a molecular structure, H10O5, from OMol25.

Output
Net charge = 0
2S+1 = 1
Kohn-Sham gap = 8.93 eV
E_HOMO = -9.320 eV

```
15
H10O5 | OMol25 | the ωB97M-V functional and the def2-TZVPD basis
O -1.81 1.41 -1.17
H -1.57 0.85 -0.43
H -2.77 1.37 -1.20
O 0.63 -0.03 0.69
H 0.79 -0.01 -0.25
H -0.32 -0.09 0.77
O 0.95 -0.16 -1.45
H 0.44 -0.96 -1.59
H 1.68 -0.24 -2.06
O -1.50 -0.12 0.41
H -2.25 -0.60 0.77
H -1.12 -0.73 -0.22
O 2.67 -0.18 1.86
H 2.20 -0.45 2.66
H 1.98 -0.06 1.21
```

---

Entry C
The following is a quantum chemistry calculation of 5 unconnected molecules or ions with the total composition H10O5, from OMol25.

Output
SMILES string = O.O.O.O.O
Net charge = 0
2S+1 = 1
Kohn-Sham gap = 11.72 eV
E_HOMO = -11.399 eV

```
15
H10O5 | OMol25 | the ωB97M-V functional and the def2-TZVPD basis
O -1.04 -0.29 -1.03
H -1.00 -0.87 -1.80
H -0.20 -0.44 -0.59
O 4.15 -2.14 -0.46
H 4.17 -1.27 -0.05
H 5.05 -2.47 -0.36
O -0.82 3.71 -0.83
H -1.51 3.12 -1.15
H -0.35 3.19 -0.17
O 0.85 1.51 1.53
H 0.16 2.14 1.76
H 1.63 2.06 1.38
O -3.82 -2.63 0.24
H -3.03 -2.34 0.71
H -4.22 -3.28 0.83
```

---

How far above the most stable structure does each one sit? In eV: entry A 0.000; entry B 4.126; entry C 0.179.

---

Entry A
The following is a quantum chemistry calculation of C2H4N2O2 in the gas phase, from OMol25.

Output
SMILES string = NC(=O)NC=O
Net charge = 0
2S+1 = 1
Kohn-Sham gap = 10.97 eV
E_HOMO = -10.256 eV

```
10
C2H4N2O2 | OMol25 | the ωB97M-V functional and the def2-TZVPD basis
N -1.42 0.10 0.37
C -0.40 -0.92 0.48
O -0.54 -2.10 0.69
N 0.88 -0.41 0.04
C 1.07 0.88 -0.50
O 0.20 1.69 -0.62
H -1.27 0.95 -0.16
H -2.27 -0.16 0.72
H 1.59 -1.08 -0.21
H 2.17 1.04 -0.81
```

---

Entry B
The following is a quantum chemistry calculation of C2H4N2O2 in the gas phase, from OMol25.

Output
SMILES string = C=[N+]([O-])C(N)=O
Net charge = 0
2S+1 = 1
Kohn-Sham gap (spin up / spin down) = 9.49 / 9.48 eV
E_HOMO (spin up / spin down) = -9.211 / -9.210 eV

```
10
C2H4N2O2 | OMol25 | the ωB97M-V functional and the def2-TZVPD basis
C 0.05 -0.35 -1.69
N -0.18 -0.48 -0.43
O -0.56 -1.58 0.05
C 0.08 0.80 0.46
N 0.34 0.27 1.78
O 0.21 1.87 -0.01
H 0.07 -1.22 -2.20
H 0.20 0.59 -2.09
H 0.03 -0.67 1.86
H 0.83 0.76 2.55
```

---

Entry C
The following is a quantum chemistry calculation of 3 unconnected molecules or ions with the total composition C2H4N2O2, from OMol25.

Output
SMILES string = N=C=O.C#N.O
Net charge = 0
2S+1 = 1
Kohn-Sham gap = 10.74 eV
E_HOMO = -10.526 eV

```
10
C2H4N2O2 | OMol25 | the ωB97M-V functional and the def2-TZVPD basis
N -1.44 0.26 -1.41
C -0.81 0.30 -2.42
O -0.34 0.31 -3.48
H -1.27 0.24 -0.42
C -0.06 -0.09 2.35
N -0.72 0.04 1.40
H -0.08 -0.21 3.41
O 1.39 -0.02 0.23
H 1.32 -0.43 -0.65
H 2.02 -0.40 0.99
```

---

How far above the most stable structure does each one sit? In eV: entry A 0.000; entry B 2.974; entry C 2.536.

---

Entry A
The following is a quantum chemistry calculation of a gas-phase ion, C2H5N2O (charge +1), from OMol25.

Output
Net charge = +1
2S+1 = 1
Kohn-Sham gap = 8.83 eV
E_HOMO = -14.506 eV

```
10
C2H5N2O | OMol25 | the ωB97M-V functional and the def2-TZVPD basis
C -0.16 1.00 0.64
C 0.44 -0.97 -0.49
N 1.11 -0.46 1.82
N -0.50 -0.11 0.00
O 1.25 -1.30 1.06
H -0.83 1.77 0.96
H 0.82 1.36 0.51
H 0.15 -1.77 -1.01
H 1.43 -0.53 -0.77
H -1.49 -0.52 -0.10
```

---

Entry B
The following is a quantum chemistry calculation of a molecular structure, C2H5N2O, from OMol25.

Output
Net charge = +1
2S+1 = 1
Kohn-Sham gap = 9.65 eV
E_HOMO = -15.435 eV

```
10
C2H5N2O | OMol25 | the ωB97M-V functional and the def2-TZVPD basis
C 0.97 0.50 -0.28
C -1.01 -0.65 0.13
N 1.27 -0.71 -0.68
N -0.16 0.57 0.34
O -0.09 -1.63 -0.07
H 2.00 -1.45 -0.81
H 1.58 1.44 -0.38
H -1.60 -0.92 1.11
H -1.71 -0.51 -0.78
H -0.51 1.45 0.60
```

---

Entry C
The following is a quantum chemistry calculation of 2 unconnected molecules or ions with the total composition C2H5N2O, from OMol25.

Output
Net charge = +1
2S+1 = 1
Kohn-Sham gap (spin up / spin down) = 8.93 / 9.21 eV
E_HOMO (spin up / spin down) = -14.970 / -15.476 eV

```
10
C2H5N2O | OMol25 | the ωB97M-V functional and the def2-TZVPD basis
C 0.29 1.25 -0.27
C 0.31 -1.00 -0.31
N 1.63 0.72 -0.08
N -0.50 -0.02 -0.33
O 1.56 -0.59 -0.12
H -0.10 1.85 0.52
H 0.14 1.93 -1.11
H 1.21 -2.16 1.11
H 0.27 -1.93 -0.70
H -1.43 0.12 -0.72
```

---

Entry D
The following is a quantum chemistry calculation of a gas-phase ion, C2H5N2O (charge +1), from OMol25.

Output
SMILES string = CC(=[NH2+])N=O
Net charge = +1
2S+1 = 1
Kohn-Sham gap = 8.28 eV
E_HOMO = -15.475 eV

```
10
C2H5N2O | OMol25 | the ωB97M-V functional and the def2-TZVPD basis
C -0.57 0.19 -1.11
C 0.06 0.00 0.30
N 0.63 -1.15 0.88
N -0.12 1.02 0.96
O 0.07 1.99 1.56
H -0.47 1.25 -1.47
H -0.02 -0.51 -1.86
H -1.75 0.03 -1.04
H 0.83 -1.82 0.20
H 1.35 -1.00 1.59
```

---

How far above the most stable structure does each one sit? In eV: entry A 1.576; entry B 0.000; entry C 3.683; entry D 0.870.